C4H7NO2 | wB97M-V/def2-TZVPD

Bonds (Å) are listed after each position.
CARTESIAN COORDINATES (ANGSTROEM)
1 O -0.003 1.843 -0.508  C2 1.417, H8 0.967
2 C 0.372 0.500 -0.762  O1 1.417, C3 1.526, C7 1.525, H9 1.095
3 C -0.848 -0.407 -0.896  C2 1.526, N4 1.459, H10 1.098, H11 1.095
4 N -1.478 -0.696 0.389  C3 1.459, C5 1.266
5 C -0.726 -0.719 1.407  N4 1.266, O6 1.348, H12 1.089
6 O 0.595 -0.467 1.505  C5 1.348, C7 1.435
7 C 1.293 -0.040 0.327  C2 1.525, O6 1.435, H13 1.096, H14 1.094
8 H -0.710 1.836 0.153  O1 0.967
9 H 0.935 0.524 -1.701  C2 1.095
10 H -0.572 -1.358 -1.370  C3 1.098
11 H -1.584 0.077 -1.546  C3 1.095
12 H -1.129 -0.964 2.389  C5 1.089
13 H 1.885 -0.884 -0.043  C7 1.096
14 H 1.970 0.754 0.656  C7 1.094

Results
* HOMO: -0.361 Ha
* energy above the lowest of the compared OMol25 structures with the same formula, charge and spin: 139.19 kJ/mol
* SMILES string: O[C@@H]1CN=COC1
* frontier orbital gap: 10.61 eV
* electronic energy: -361.8278 hartree

Results of the Löwdin charge analysis, in e, for atoms 1 through 6:
1 O -0.0191
2 C -0.3619
3 C -0.1711
4 N 0.0586
5 C -0.2420
6 O -0.0373